Record 1
120
Properties=species:S:1:pos:R:3 method="wB97M-V/def2-TZVPD" s_squared=8.772 de_lowest_kcal_mol=0.0 charge=+2 spin_multiplicity=6 mol_weight_g_mol=1071.53 e_homo_ev="-11.93 / -13.19" energy_ev=-113865.14253
H -1.960 -3.540 -4.286
C 6.009 -2.855 0.338
H 1.368 1.968 -2.781
C 2.595 -4.872 1.949
H -2.295 -0.007 4.991
H 4.689 -4.540 2.143
H -1.847 0.397 -5.378
H -6.101 1.296 -3.303
C -1.146 -3.713 -3.593
C -4.596 1.160 2.110
C -4.014 -0.877 -0.886
H -2.202 6.759 -0.710
H 4.935 -1.197 3.204
C 0.109 -0.381 -5.010
H -3.329 3.529 1.849
C 1.674 4.554 -0.597
H -2.335 0.706 -2.981
C 1.553 2.504 1.773
H -5.094 -2.542 -1.692
C 1.491 4.032 -3.322
C -3.244 0.920 1.852
C 2.410 2.686 4.012
H -6.406 -1.152 -3.260
C -1.505 -3.112 2.522
C 3.729 -2.808 1.339
H 5.611 -3.032 -0.662
C -2.621 -3.822 0.506
C -1.976 3.432 -1.270
H 5.841 -2.711 3.089
C 5.025 -2.032 1.188
C -3.680 -4.298 1.265
H -0.049 -4.971 -4.943
H -0.342 3.468 1.420
H 2.643 -5.876 2.347
C 4.322 1.909 -0.439
C 0.819 -0.539 -2.756
H -5.242 1.475 1.299
H -4.480 -4.560 3.236
H 2.030 -1.142 -4.443
H 6.827 -0.215 0.279
H 1.802 6.616 -1.153
P -0.164 -2.512 0.173
C -1.172 -3.120 -2.343
H 1.645 6.157 -3.578
C 2.545 2.225 2.709
H -2.530 -3.526 4.353
C -1.875 4.792 -1.502
C -4.289 0.585 4.421
C 1.297 3.428 4.378
C -4.942 -1.470 -1.724
H 3.183 2.474 4.739
C 5.611 1.412 -0.349
C 0.310 3.712 3.441
C -2.917 3.874 0.909
Cl -0.755 0.118 2.644
C -1.115 0.147 -4.621
C 2.497 -2.275 0.987
C -2.564 -3.594 3.273
H -4.456 2.365 -1.802
Ru -0.210 0.098 -0.235
C -0.072 -4.516 -3.961
H 3.424 1.658 2.428
C -2.946 0.324 4.193
H -2.639 -3.952 -0.567
C 3.744 -4.111 1.833
C -2.450 0.491 2.913
C 0.432 3.246 2.145
C 3.241 1.109 -0.079
H -0.651 -2.679 3.024
H -6.165 1.187 3.563
H -3.114 5.939 1.434
C -5.115 0.996 3.381
F 0.339 -0.567 -6.306
C 1.393 -4.350 1.508
C -1.363 0.321 -3.274
H -1.998 -2.470 -2.088
H 1.765 4.767 0.460
H -1.471 5.145 -2.441
C 5.624 -1.770 2.582
C 0.966 -4.731 -3.070
C -1.532 -3.211 1.129
C 1.457 2.983 -2.418
C 1.552 3.241 -1.049
H 1.803 -5.358 -3.349
C 5.812 0.141 0.155
H 1.602 -0.826 -2.055
C -0.411 -0.011 -2.301
C -2.513 2.964 -0.067
C 1.092 -0.729 -4.099
H 6.455 2.025 -0.635
C 0.937 -4.151 -1.808
C 4.757 -0.693 0.525
C -2.283 5.695 -0.529
H -1.630 2.736 -2.026
C -0.134 -3.342 -1.436
H 6.558 -1.212 2.497
H -3.447 -1.486 -0.187
H 0.495 -4.955 1.532
C -2.796 5.235 0.675
C 1.612 5.340 -2.868
C 1.334 -3.051 1.008
H -4.515 -4.779 0.773
C 1.700 5.599 -1.509
P 1.617 1.850 0.096
H -0.555 4.299 3.724
C -5.512 0.689 -2.629
H 6.214 -3.819 0.803
H -4.694 0.460 5.418
H 1.430 3.828 -4.384
C -4.589 1.292 -1.784
C -3.832 0.506 -0.919
C -3.657 -4.179 2.645
C 3.471 -0.204 0.348
P -2.581 1.181 0.186
H 6.966 -2.342 0.243
O 2.343 -0.956 0.608
H 4.148 2.923 -0.774
C -5.684 -0.687 -2.602
H 1.200 3.792 5.392
H 1.755 -4.338 -1.124

Record 2
129
Properties=species:S:1:pos:R:3 method="wB97M-V/def2-TZVPD" de_lowest_kcal_mol=36.0 charge=-1 mol_weight_g_mol=1220.04 e_homo_ev="-2.87 / -2.94" energy_ev=-102094.70314
H 1.037 3.461 -5.408
C 2.915 -3.996 3.261
H -4.686 -1.763 0.220
H -3.774 -4.791 0.909
S 5.101 1.162 2.417
C 5.172 0.262 0.936
H 4.599 -4.855 2.261
C -0.146 0.474 5.658
H -6.544 -1.345 -1.320
N -1.083 0.185 -2.836
C 0.169 -0.800 3.196
H 0.795 2.256 2.598
H 2.786 3.743 0.236
H 4.468 4.131 0.696
C 4.736 -0.880 -4.365
H 4.107 -3.721 0.124
O 1.861 2.141 -1.157
H -2.171 -0.212 5.556
C -4.679 -0.874 -0.390
H -0.281 0.978 6.604
C -1.052 -0.823 3.849
C 3.352 3.601 -2.318
N 2.478 -0.211 -1.645
H 3.110 -4.513 4.189
H 3.131 4.737 -5.507
C 1.240 -0.154 3.809
H -2.776 1.817 -1.078
C 0.455 -1.420 1.835
H -3.473 -1.801 -2.259
C 3.746 -4.198 2.175
C 1.585 -2.452 1.989
C -3.438 -3.441 -3.626
C 2.181 2.835 -2.247
C 3.686 -0.144 -1.025
C -2.697 -4.680 1.019
C -0.099 5.343 1.565
C -1.206 -0.191 5.072
H -6.556 0.679 -2.737
N 2.981 1.046 0.947
C 1.842 -3.126 3.176
H -2.256 -2.101 -0.264
C 1.685 3.509 -4.546
C -0.255 3.746 -0.230
C 1.085 0.486 5.022
C -0.289 6.644 2.056
C 3.893 -0.949 -5.469
H -1.894 -1.327 3.415
C 2.859 4.219 -4.598
H 3.507 5.313 -0.229
C -3.810 1.877 4.172
O 4.243 3.661 -1.248
N -0.469 7.708 2.455
O -2.996 -2.355 1.637
C 0.380 4.322 2.393
C -0.426 5.032 0.240
H -0.506 3.561 -1.273
C -3.609 0.011 -0.322
H -0.820 5.809 -0.401
C 3.475 -3.552 0.982
O -1.017 -3.304 2.102
C -4.020 0.041 2.628
C 3.938 0.333 0.274
H 5.804 -0.985 -4.466
H -3.988 -4.126 3.369
H 1.890 -0.845 -6.199
H 4.605 4.857 -3.493
H 2.907 2.182 2.709
C -2.100 -1.703 0.754
C 0.510 3.038 1.900
H -4.543 -0.850 2.323
C -0.738 -2.927 -3.880
H -2.271 -5.611 1.379
C 0.162 1.992 -3.361
H 0.867 -0.463 -4.028
H -5.302 0.348 4.305
H 2.168 -2.192 -0.048
H 4.318 -1.092 -6.451
C -2.864 -2.404 -2.911
H -4.491 -3.653 -3.505
H -4.143 2.394 5.061
H -2.418 -4.872 3.731
C -3.622 1.144 -1.125
C 3.709 4.242 -0.079
O 0.027 -1.212 -1.407
C -1.324 -3.938 -4.621
H 1.929 0.991 5.473
C 0.217 2.670 0.562
H 0.318 -2.727 -3.975
H 0.628 4.549 3.423
C 2.759 -0.486 -2.967
H 6.052 -0.283 0.668
H -2.260 -4.436 0.054
C 3.447 1.542 2.042
N -0.192 1.159 -2.341
H -0.719 -4.512 -5.309
C 3.691 4.282 -3.485
H -1.502 2.040 1.720
N 4.711 -0.489 -1.892
W 0.642 0.722 -0.487
C -2.746 2.362 3.435
H 1.207 -2.969 4.034
C -5.732 -0.634 -1.258
C -2.917 -3.961 3.418
C -2.317 1.674 2.317
C -0.701 -2.254 1.194
C -1.506 -2.134 -3.030
H -0.430 1.900 -4.267
C -4.451 0.723 3.752
H -2.705 -3.173 4.133
C -4.678 1.387 -1.984
C 2.523 -0.803 -5.324
H -0.250 -2.687 0.288
H -3.134 -4.994 -5.078
C 4.156 -0.640 -3.137
H 5.679 -0.297 -1.700
H -2.239 3.272 3.719
O -1.301 0.476 0.083
C -0.851 -0.988 -2.337
H 2.205 -0.169 3.324
H -4.665 2.266 -2.612
C 1.308 2.797 -3.383
C -2.405 -0.173 0.619
O 0.889 -0.412 0.977
C -2.910 0.489 1.915
C -5.736 0.497 -2.056
C 1.934 -0.582 -4.087
C -2.678 -4.204 -4.496
C 2.393 -2.695 0.886
C -2.399 -3.566 2.035

Record 3
128
Properties=species:S:1:pos:R:3 method="wB97M-V/def2-TZVPD" s_squared=0.757 charge=+2 spin_multiplicity=2 mol_weight_g_mol=1210.39 e_homo_ev="-12.22 / -12.24" energy_ev=-114460.33682
C 4.190 0.794 -1.193
C -0.838 3.957 -0.832
P 0.338 2.544 -0.900
H 5.857 2.505 1.823
C 2.362 2.789 -2.908
C 0.478 2.434 -4.927
H -0.258 2.326 -5.713
C 4.837 -3.466 -1.555
C 0.076 2.477 -3.604
H -3.502 -5.186 1.062
C 1.828 2.535 -5.244
C -4.181 -0.040 1.864
C 5.384 2.032 0.972
C 4.376 1.101 1.180
C -2.589 -2.408 -0.631
O 0.778 -2.978 1.079
P -2.433 -0.607 -0.553
H 3.094 2.957 -2.131
Si 0.505 0.970 1.842
H 3.733 0.299 -2.044
C 1.691 -1.350 -5.347
C 1.299 -1.026 -4.067
C 3.028 -2.160 -0.661
C -2.643 -5.173 -0.903
N -0.649 -1.208 1.223
H -2.495 -2.736 4.758
C 2.277 4.303 0.127
C -0.883 -0.625 -4.794
C 0.767 -1.317 -6.382
H -3.756 1.873 4.689
C 2.419 -1.286 4.828
C 2.564 -4.027 -2.111
C -2.106 -3.012 -1.792
C -4.982 -0.838 -1.772
H 2.145 2.477 -6.276
H 4.279 -5.103 -2.819
H 3.575 4.709 3.224
H -6.929 -0.951 -2.652
H 5.897 -3.660 -1.652
H 3.936 -2.543 2.067
C 3.926 -4.273 -2.221
O -0.358 -0.404 -2.580
H -1.404 -3.782 2.663
H -4.996 -0.643 1.485
N -1.838 -1.747 3.073
N -2.238 1.258 1.354
P 2.398 -0.739 0.271
C 2.761 2.723 -4.236
H -5.154 2.942 -2.563
C -4.366 0.746 2.963
H -1.428 3.444 1.171
C -2.010 1.325 3.717
C 5.202 1.716 -1.397
C -1.347 0.838 2.491
H -0.377 4.798 -2.762
H 1.053 -2.782 -1.235
H -7.044 1.464 -3.157
C -6.170 1.055 -2.668
H -3.147 2.006 -1.480
H -1.728 1.532 0.507
C 5.794 2.348 -0.313
C 3.283 -2.053 4.057
H 1.852 -4.664 -2.619
C -3.920 -0.007 -1.422
C -2.407 6.232 -0.470
C 2.115 -2.967 -1.340
H -0.976 2.392 -3.352
H 0.899 0.225 4.831
C 1.575 -0.365 4.221
C 4.395 -2.407 -0.777
C -6.104 -0.303 -2.389
C 1.587 -0.204 2.838
C 1.399 2.633 1.651
C -1.659 -0.729 2.108
C 2.153 3.205 2.674
H 3.808 2.831 -4.487
C -1.700 6.050 -1.648
N 0.028 -0.679 -3.802
C 2.980 4.290 2.423
H -1.740 6.801 -2.425
H -3.000 7.124 -0.325
H -3.483 -2.742 1.302
H -1.293 -0.894 -6.858
C -3.113 -4.576 0.257
H -1.709 -2.391 -2.586
C -0.897 -2.831 2.854
C 2.448 -0.999 2.073
C -3.984 1.355 -1.723
H -0.210 -2.965 3.695
H 6.581 3.074 -0.470
H 3.950 -2.760 4.532
H 1.970 -1.046 -3.219
C -5.108 1.885 -2.337
C -2.333 5.275 0.533
H -1.761 -4.849 -2.836
H -3.690 -1.627 4.085
H 2.103 2.791 3.675
C -2.133 -4.390 -1.929
H 2.292 4.751 -0.860
H -2.670 -6.249 -1.006
C -3.375 1.374 3.806
Os 0.242 0.172 -0.414
H -2.324 -0.996 4.994
C 3.292 -1.919 2.676
C 1.018 2.654 -2.583
H 2.720 -1.625 -5.524
C 1.478 3.192 0.372
H -1.879 -0.332 -4.492
H 2.401 -1.411 5.903
H 4.089 0.858 2.193
H 5.534 1.941 -2.404
H -2.875 5.415 1.460
H -2.919 1.961 1.645
H 1.049 -1.595 -7.387
C -2.632 -1.765 4.288
C 3.762 0.476 0.097
C -0.536 -0.939 -6.088
C -3.097 -3.196 0.397
C -0.923 4.915 -1.838
H 3.705 5.673 0.951
H 5.107 -1.780 -0.255
C -1.545 4.151 0.356
C 3.051 4.834 1.149
H -1.424 1.625 4.575
H -4.939 -1.898 -1.560
H -5.396 0.835 3.288
C -0.140 -2.391 1.622
C -2.853 -0.107 1.222